# 1
ORCA calculation (ωB97M-V with the def2-TZVPD basis set) on 13 unconnected molecules or ions with the total composition C13H52N10O13 in a non-equilibrium geometry.

Each line ends with the Löwdin charge.
Atoms and positions in Å:
O -0.61 -1.57 -2.39  -0.04
O -0.26 3.20 -3.00  0.09
O -2.83 1.93 0.17  -0.11
O -0.51 0.89 -0.25  -0.12
O 2.20 1.39 -1.82  0.05
O 4.14 0.60 2.76  -0.12
O 1.42 -3.04 1.84  -0.15
O -0.33 3.10 4.03  -0.11
O -4.20 -3.63 0.79  -0.13
O 0.22 0.93 -6.42  0.04
O 1.59 1.17 4.20  -0.12
O -2.13 -0.13 4.77  -0.12
O 2.21 -4.98 -1.01  0.00
N 0.88 -4.31 -2.64  0.17
N -0.19 -0.97 -5.45  0.17
N -1.00 4.70 -1.59  0.17
N 0.98 4.90 -2.33  0.17
N -2.58 -0.82 -1.72  0.23
N 4.00 0.09 -2.25  0.15
N -2.53 -2.22 -3.30  0.20
N 2.15 -0.89 -2.05  0.18
N 0.29 -3.85 -0.62  0.19
N -0.28 0.85 -4.35  0.22
C 0.01 -0.01 0.61  -0.16
C -2.99 3.08 0.91  -0.21
C -2.80 0.26 3.60  -0.15
C -0.12 4.18 -2.38  -0.80
C -0.07 0.33 -5.43  -0.88
C 3.95 1.31 1.56  -0.16
C -3.07 -3.22 1.52  -0.15
C -1.83 -1.57 -2.43  -0.77
C 2.70 0.31 -2.01  -0.73
C 1.06 -0.12 4.47  -0.14
C 1.18 -4.40 -1.37  -0.78
C 2.83 -2.85 1.70  -0.11
C -0.02 3.62 2.80  -0.16
H 3.09 -1.98 1.10  0.07
H -0.19 1.83 -4.13  0.08
H -0.36 0.21 -3.57  0.09
H -4.77 -4.21 1.30  0.08
H -3.53 -2.22 -3.12  0.12
H 3.24 0.50 3.09  0.02
H 0.82 0.44 1.19  0.08
H -0.81 5.50 -1.00  0.11
H 2.72 -1.72 -1.92  0.11
H 0.93 1.83 3.97  0.02
H -2.05 -0.21 -1.12  0.09
H 0.17 -3.66 -2.93  0.07
H 0.37 -0.88 0.07  0.06
H 1.48 -4.68 -3.36  0.12
H -0.65 -0.44 1.36  0.07
H -2.92 2.87 1.98  0.05
H -0.48 -3.29 -0.95  0.08
H -1.87 4.19 -1.67  0.12
H 4.51 2.24 1.46  0.08
H -0.09 -1.48 -6.32  0.11
H 0.58 -0.56 3.59  0.05
H 4.53 0.95 -2.14  0.11
H -3.59 -0.84 -1.71  0.14
H -1.96 1.54 0.17  0.01
H 4.40 -0.80 -2.00  0.11
H 1.88 -0.80 4.68  0.08
H -3.28 -2.58 2.38  0.06
H -2.42 -2.67 0.84  0.06
H -2.32 3.90 0.67  0.06
H 3.18 -2.63 2.71  0.08
H 0.56 -3.65 0.34  0.07
H 0.15 1.28 -0.83  0.09
H 1.05 3.62 2.59  0.09
H 1.63 4.69 -3.08  0.13
H -0.27 -1.50 -4.59  0.06
H -2.77 1.34 3.46  0.06
H 4.23 0.67 0.73  0.06
H -1.21 3.26 4.38  0.11
H -0.42 4.63 2.68  0.09
H 2.89 1.55 1.51  0.06
H 1.14 -0.98 -2.01  0.05
H -2.07 -0.06 2.85  0.06
H 0.32 -0.09 5.27  0.07
H 1.22 -3.35 2.73  0.09
H -2.15 -3.00 -3.83  0.13
H -1.83 -1.03 4.62  0.07
H -0.46 3.03 2.00  0.06
H -3.80 -0.13 3.44  0.09
H -2.64 -4.19 1.78  0.09
H 1.05 5.65 -1.66  0.11
H -4.03 3.38 0.81  0.09
H 3.33 -3.71 1.26  0.08

The frontier orbital gap comes out at 8.58 eV. The energy relative to the best compared isomer or geometry (same formula, charge and spin) is 315.9 kJ/mol. The calculation puts the highest occupied orbital energy at -8.5 eV.

# 2
ORCA calculation (ωB97M-V with the def2-TZVPD basis set) on 13 unconnected molecules or ions with the total composition C13H52N14O13 in a non-equilibrium geometry.

Each line ends with the Löwdin charge.
Atoms and positions in Å:
O -3.14 -18.16 6.04  0.00
O -5.39 -19.42 3.78  0.00
O -0.27 -16.53 3.23  0.03
O -8.18 -17.72 7.57  -0.19
O -5.06 -17.14 11.09  0.00
O -5.06 -22.05 4.86  -0.11
O -3.29 -13.95 6.55  -0.14
O -6.00 -13.78 6.67  -0.13
O -0.79 -16.04 10.96  -0.14
O 1.22 -20.04 5.06  0.03
O -6.61 -19.19 8.98  0.01
O -9.15 -17.92 3.02  0.00
O -0.67 -21.29 8.91  -0.09
N -3.95 -18.10 8.14  0.23
N -0.90 -20.19 4.65  0.19
N -5.84 -15.13 10.62  0.19
N -5.46 -19.81 10.70  0.22
N -4.45 -19.85 1.77  0.19
N -6.72 -21.24 9.65  0.21
N -0.87 -14.37 3.42  0.16
N -7.81 -17.99 4.84  0.18
N -3.37 -18.66 3.23  0.19
N -5.22 -18.50 6.51  0.22
N -0.17 -18.77 6.11  0.19
N -4.16 -15.24 11.93  0.20
N -9.74 -17.48 5.11  0.17
N -1.50 -15.76 4.89  0.18
C -1.28 -16.91 9.90  -0.13
C -6.24 -20.05 9.73  -0.79
C -0.90 -15.63 3.74  -0.78
C -4.02 -18.25 6.86  -0.76
C -8.90 -17.78 4.24  -0.82
C 0.09 -19.66 5.26  -0.88
C -4.97 -15.91 11.22  -0.75
C -2.71 -14.50 7.76  -0.13
C -4.91 -22.19 6.29  -0.14
C -6.16 -15.21 6.67  -0.12
C -9.04 -17.04 8.42  -0.13
C -4.48 -19.30 2.98  -0.71
C -1.68 -21.19 8.02  -0.22
H -0.70 -17.82 10.00  0.09
H -1.71 -16.68 5.25  0.06
H -0.14 -14.08 2.78  0.12
H -6.28 -13.43 5.82  0.10
H -7.63 -17.74 5.80  0.06
H -1.76 -19.66 4.64  0.07
H -9.48 -17.87 8.97  0.10
H -1.13 -18.48 6.25  0.06
H -3.46 -14.75 8.51  0.07
H -6.69 -21.97 10.35  0.13
H -4.64 -21.27 6.80  0.05
H -0.94 -16.44 11.82  0.06
H -5.89 -18.77 7.21  0.08
H -4.19 -13.64 6.69  0.02
H 0.10 -21.77 8.60  0.10
H -2.69 -18.46 2.51  0.12
H -5.85 -22.48 6.75  0.06
H -2.24 -15.45 7.52  0.04
H -2.32 -22.07 8.12  0.07
H -5.43 -18.68 5.54  0.08
H 0.52 -18.04 6.12  0.13
H -6.96 -18.09 4.32  0.09
H -5.12 -20.65 11.15  0.13
H -1.96 -13.83 8.17  0.09
H -3.45 -15.69 12.49  0.13
H -9.81 -16.58 7.79  0.09
H -1.16 -13.66 4.08  0.11
H -5.60 -14.15 10.56  0.12
H -5.47 -15.70 5.98  0.09
H -5.28 -18.85 10.94  0.06
H -0.69 -20.87 3.93  0.13
H -3.07 -17.99 8.62  0.08
H -5.81 -15.49 7.67  0.06
H -0.92 -16.46 8.98  0.08
H -4.84 -18.02 8.62  0.08
H -7.19 -15.55 6.57  0.07
H -10.72 -17.59 4.91  0.13
H -8.60 -16.33 9.13  0.07
H -4.95 -21.14 4.60  0.02
H -3.59 -19.73 1.26  0.11
H -1.42 -21.25 6.96  0.07
H -7.36 -21.30 8.87  0.13
H -4.32 -14.24 11.98  0.13
H -6.59 -15.58 10.12  0.11
H -4.15 -22.91 6.59  0.07
H -1.98 -15.02 5.38  0.06
H -5.22 -20.40 1.41  0.13
H -3.27 -18.29 4.17  0.06
H -7.66 -18.25 8.17  0.01
H -9.44 -17.58 6.07  0.07
H -2.34 -17.08 10.08  0.05
H -2.29 -20.32 8.24  0.07

The frontier orbital gap comes out at 8.49 eV. The energy relative to the best compared isomer or geometry (same formula, charge and spin) is 665.2 kJ/mol. The calculation puts the highest occupied orbital energy at -8.7 eV.

# 3
ORCA calculation (ωB97M-V with the def2-TZVPD basis set) on 13 unconnected molecules or ions with the total composition C13H52N26O13 in a non-equilibrium geometry.

Each line ends with the Löwdin charge.
Atoms and positions in Å:
O -1.00 -2.29 3.35  0.03
O -1.22 -4.09 -1.57  -0.04
O 5.34 -0.62 2.99  0.04
O 3.01 0.26 -1.69  -0.03
O -1.45 0.30 -0.82  -0.01
O -4.55 -3.66 -1.82  -0.02
O -4.71 0.86 0.02  0.03
O -3.70 2.33 -4.85  0.03
O -2.70 3.52 3.47  -0.02
O 5.92 -0.85 -0.62  0.03
O 3.66 -4.69 -1.97  0.03
O 1.63 2.37 3.15  0.00
O -1.10 3.91 -0.41  0.01
N 1.22 -2.63 3.26  0.15
N 1.51 -4.14 -2.34  0.19
N 4.03 -2.01 -0.76  0.20
N 5.95 -3.00 -0.73  0.19
N 0.35 1.33 0.00  0.22
N 0.07 -2.91 1.45  0.17
N -1.23 4.89 2.35  0.20
N 3.95 0.84 2.15  0.18
N -2.75 -5.58 -2.09  0.19
N 3.37 -0.33 3.94  0.18
N -2.17 1.53 -3.31  0.17
N -2.18 5.20 -1.99  0.17
N -5.00 2.44 1.51  0.16
N -2.92 1.79 1.01  0.20
N 4.82 1.56 -1.18  0.19
N -3.99 2.48 -2.70  0.18
N -1.98 5.48 4.29  0.15
N 0.45 -0.69 -0.86  0.21
N 2.99 2.50 -1.97  0.16
N 2.60 -5.56 -3.67  0.17
N -3.07 -1.92 -1.66  0.18
N -5.11 -1.41 -1.39  0.15
N -0.23 4.23 -2.39  0.19
N -0.20 1.16 3.28  0.21
N -0.93 -6.22 -0.94  0.17
N 0.77 1.58 5.11  0.18
C -0.29 0.32 -0.53  -0.73
C 0.84 1.70 3.81  -0.78
C 0.01 -2.55 2.72  -0.75
C -1.61 -5.25 -1.58  -0.72
C -4.26 -2.45 -1.72  -0.64
C -1.15 4.42 -1.51  -0.72
C -2.04 4.58 3.32  -0.71
C -3.30 2.11 -3.73  -0.78
C 2.65 -4.77 -2.61  -0.74
C -4.18 1.68 0.70  -0.73
C 5.31 -1.88 -0.79  -0.78
C 3.58 1.37 -1.59  -0.66
C 4.25 -0.11 2.99  -0.79
H -0.01 1.10 5.53  0.11
H -0.15 2.19 0.20  0.08
H 5.45 -3.85 -0.94  0.09
H -4.79 3.08 -2.88  0.13
H 0.45 3.59 -2.02  0.09
H 1.45 -0.60 -0.95  0.07
H 3.46 -1.20 -0.99  0.05
H 0.91 -3.34 1.12  0.10
H -1.45 1.48 -4.02  0.11
H -0.37 -5.84 -0.20  0.11
H -3.08 -6.53 -2.20  0.12
H -1.40 -7.11 -0.87  0.10
H -3.45 -4.83 -2.16  0.05
H -2.35 -2.63 -1.63  0.06
H 3.11 1.37 2.37  0.06
H 1.40 1.92 5.81  0.13
H 3.61 3.29 -2.08  0.11
H 2.52 0.20 3.97  0.06
H -6.05 -1.56 -1.71  0.10
H -0.35 1.05 2.29  0.09
H -1.64 6.42 4.30  0.11
H 1.34 -2.22 4.17  0.09
H 5.23 2.48 -1.18  0.12
H -0.87 0.76 3.92  0.12
H -4.48 3.11 2.06  0.06
H -0.51 4.34 -3.36  0.12
H 3.80 -2.93 -1.11  0.06
H -0.69 5.69 2.63  0.11
H -4.79 -0.46 -1.27  0.04
H 3.56 -5.70 -3.96  0.12
H -6.00 2.45 1.56  0.10
H -1.89 1.19 -2.40  0.06
H -0.77 -2.89 0.88  0.10
H -1.17 4.41 1.46  0.07
H 1.83 -5.51 -4.32  0.11
H 3.61 -0.90 4.73  0.12
H -2.35 1.39 0.26  0.05
H 1.36 1.43 0.03  0.10
H 4.19 0.58 1.21  0.09
H -3.44 2.60 -1.87  0.08
H 1.44 -3.36 -1.71  0.09
H 0.64 -4.45 -2.75  0.08
H -2.11 5.87 -2.74  0.11
H 1.92 -3.31 3.01  0.11
H -2.60 2.30 1.82  0.06
H 2.17 2.39 -2.55  0.10
H -2.41 5.01 5.07  0.12
H -2.75 -0.97 -1.68  0.08
H 5.37 0.73 -0.94  0.06
H 6.90 -2.93 -0.38  0.13
H -3.03 5.13 -1.45  0.11
H -0.06 -1.51 -1.16  0.10

The frontier orbital gap comes out at 8.72 eV. The energy relative to the best compared isomer or geometry (same formula, charge and spin) is 562.4 kJ/mol. The calculation puts the highest occupied orbital energy at -8.7 eV.

# 4
ORCA calculation (ωB97M-V with the def2-TZVPD basis set) on 24 unconnected molecules or ions with the total composition C13H62BNO31 in a non-equilibrium geometry.

Each line ends with the Löwdin charge.
Atoms and positions in Å:
O -3.12 -4.67 -1.18  0.22
O 1.74 5.00 2.57  -0.10
O 2.09 -3.72 0.73  -0.05
O 2.01 1.86 -0.82  -0.26
O -3.65 -1.68 0.64  -0.02
O 0.56 0.00 4.83  -0.05
O -0.90 2.17 -5.19  -0.04
O -0.95 -4.19 -0.87  0.14
O -5.04 -3.49 -2.09  0.24
O -1.09 -3.56 -3.77  0.15
O -3.62 2.25 1.35  -0.08
O -3.20 -4.33 -3.50  0.24
O 0.80 -2.36 -5.36  -0.10
O -0.12 4.11 4.48  -0.09
O -4.84 -5.81 -2.47  0.20
O 5.46 0.70 3.82  -0.06
O 4.27 4.01 3.34  -0.05
O -7.22 -3.41 -1.59  0.13
O -3.32 3.56 -1.08  -0.05
O 5.02 0.70 -0.51  -0.09
O 3.35 -1.50 -0.52  -0.07
O 1.18 4.41 -0.03  -0.08
O -2.22 -2.06 3.78  -0.04
O -7.05 -6.30 -2.33  0.14
O 1.04 3.24 -3.23  -0.07
O 3.04 -2.52 -3.43  -0.05
O -0.64 -4.36 3.76  -0.07
O 3.99 1.83 -3.14  -0.09
O 3.09 1.74 5.42  -0.05
O -3.37 1.70 -4.03  -0.09
O -3.72 -0.40 -2.17  -0.04
N 1.31 0.83 -0.19  -0.17
C -0.39 -1.02 1.20  -0.17
C 0.87 -0.40 1.78  -0.13
C 2.61 1.37 1.83  -0.03
C -1.91 -4.25 -1.58  -0.37
C -6.23 -4.00 -1.94  -0.40
C -6.14 -5.53 -2.24  -0.38
C -1.97 -4.01 -3.12  -0.35
C 1.25 0.99 1.26  -0.46
C -1.03 1.19 -1.13  -0.03
C 0.15 0.25 -0.92  -0.46
C 0.64 -0.16 -2.33  -0.01
C -0.34 -1.09 -0.34  -0.12
C 0.17 2.02 1.76  0.00
B -4.06 -4.54 -2.30  -0.88
H 4.31 1.35 -0.38  0.01
H -0.92 -3.43 3.66  -0.02
H -0.26 -0.54 -2.82  0.09
H -3.20 2.68 0.58  -0.01
H 0.18 4.93 4.07  0.01
H -2.55 3.89 -1.55  0.05
H 1.47 -2.51 -4.68  -0.02
H 2.91 2.36 1.49  0.08
H 3.10 -3.34 -2.93  0.04
H 3.38 -2.19 0.17  0.04
H 0.23 3.06 -3.72  -0.01
H 1.59 4.75 1.63  -0.01
H -1.39 -4.79 4.19  0.03
H 1.69 -1.12 1.76  0.12
H -3.72 -2.58 1.00  0.04
H -0.16 1.62 -5.48  0.08
H -3.15 -0.80 -1.51  0.01
H -1.25 -1.55 -0.72  0.10
H 5.38 -0.25 3.97  0.04
H -2.70 -2.53 3.09  0.04
H 0.95 2.74 -2.39  -0.02
H 3.45 1.64 6.31  0.06
H 2.49 -1.06 -0.38  0.03
H 4.53 1.28 -2.56  -0.01
H 3.24 2.08 -2.58  -0.01
H 1.31 -0.30 5.36  0.03
H -1.65 1.17 -0.23  0.07
H 2.15 1.94 5.55  0.05
H 2.11 -4.21 -0.09  0.05
H 4.62 1.06 4.14  -0.02
H -3.04 -1.23 1.23  0.01
H 1.59 3.54 -0.27  0.02
H 4.91 3.64 2.72  0.06
H -0.59 1.53 2.38  0.08
H -3.40 0.98 -3.37  -0.02
H -2.83 -1.38 4.08  0.07
H 0.98 0.69 -2.93  0.07
H -0.31 2.59 0.97  0.07
H 0.36 -1.92 -0.51  0.09
H 0.60 4.61 -0.77  0.04
H -3.72 2.93 -1.70  0.05
H -3.39 2.80 2.10  0.03
H -1.59 0.92 -2.03  0.06
H -0.21 3.50 3.74  -0.01
H -1.28 -0.44 1.48  0.09
H -2.44 1.72 -4.31  -0.02
H 3.41 0.66 1.64  0.08
H 3.10 -1.83 -2.76  0.01
H -0.79 2.24 -1.31  0.07
H -0.03 -2.68 -4.95  -0.02
H 0.61 -0.35 2.85  0.06
H -4.61 -0.51 -1.82  0.06
H 1.22 -3.29 0.73  0.01
H 1.37 -0.96 -2.33  0.06
H 2.58 4.57 2.80  -0.01
H -1.12 2.71 -5.96  0.07
H 4.54 -0.15 -0.58  -0.01
H 0.77 -0.29 3.93  -0.04
H 2.58 1.49 2.92  0.06
H 3.92 3.25 3.81  0.01
H 0.66 2.72 2.43  0.04
H -0.52 -2.01 1.65  0.10

The total charge is -2. The frontier orbital gap comes out at 5.40 eV. The energy relative to the best compared isomer or geometry (same formula, charge and spin) is 0.0 kJ/mol. The calculation puts the highest occupied orbital energy at -2.2 eV.

# 5
ORCA calculation (ωB97M-V with the def2-TZVPD basis set) on 2 unconnected molecules or ions with the total composition C13H6ClN4O5 in a non-equilibrium geometry.

Each line ends with the Löwdin charge.
Atoms and positions in Å:
Cl -0.22 0.42 -5.81  0.58
O 2.87 0.58 2.66  0.08
O -3.47 -0.16 2.26  0.03
O 1.08 2.27 -0.42  -0.12
O 3.25 -1.30 1.58  0.06
O -2.54 1.95 2.36  0.10
N -1.47 -4.95 1.99  0.16
N -2.36 0.75 2.26  -0.13
N -3.03 -1.48 2.12  0.14
N 2.47 -0.47 2.09  -0.31
C -0.72 -2.45 1.98  -0.14
C 0.14 0.97 -4.23  -0.76
C 0.70 2.26 -4.05  -0.16
C -1.21 -0.05 2.12  -0.09
C 0.63 -2.11 1.97  0.08
C 1.05 -0.74 2.05  -0.12
C -0.12 0.15 -3.12  -0.16
C -1.17 -3.82 1.98  -0.17
C 0.21 0.57 -1.85  -0.06
C 0.80 1.88 -1.58  -0.50
C 1.04 2.69 -2.78  -0.06
C -1.68 -1.38 2.05  -0.18
C 0.12 0.30 2.12  0.12
H 0.88 2.89 -4.91  0.09
H 1.49 3.67 -2.63  0.09
H -0.57 -0.83 -3.28  0.09
H 0.03 -0.07 -0.99  0.07
H 0.42 1.35 2.15  0.14
H 1.39 -2.89 1.93  0.14

The total charge is -1. The frontier orbital gap comes out at 3.27 eV. The calculation puts the highest occupied orbital energy at -3.2 eV.

# 6
ORCA calculation (ωB97M-V with the def2-TZVPD basis set) on a molecular structure, C13H6F3I2N4O3S2V in a non-equilibrium geometry.

Each line ends with the Löwdin charge.
Atoms and positions in Å:
I -0.71 -4.42 0.18  0.39
I -1.01 -2.17 -1.21  0.55
V 0.47 -0.39 0.10  0.62
S 2.70 5.38 -3.79  1.14
S 1.50 -0.78 2.28  0.64
F -1.03 -0.67 2.00  0.04
F -0.38 -2.28 3.33  0.20
F -0.41 -0.24 4.06  0.24
O 1.22 0.51 1.54  -0.32
O 2.56 -0.78 3.20  -0.12
O 1.44 -1.80 1.22  -0.38
N 1.28 5.10 -3.10  -0.19
N 1.87 0.03 -1.15  -0.04
N -0.36 1.23 -0.67  -0.04
N 3.43 3.98 -3.49  -0.19
C 1.78 1.28 -1.65  -0.11
C 2.82 1.89 -2.35  -0.04
C 2.99 -0.68 -1.35  -0.03
C 4.00 1.15 -2.53  0.09
C -0.18 -1.02 3.05  -0.62
C 0.26 3.24 -1.86  -0.04
C -0.99 3.79 -1.56  0.08
C 2.58 3.23 -2.82  -0.29
C 4.07 -0.14 -2.04  0.03
C 0.53 1.95 -1.40  -0.12
C 1.32 3.89 -2.59  -0.29
C -1.90 3.04 -0.83  0.02
C -1.55 1.77 -0.39  -0.05
H 3.02 -1.68 -0.95  0.14
H -2.24 1.18 0.19  0.13
H -1.23 4.79 -1.91  0.14
H 4.84 1.60 -3.05  0.15
H -2.87 3.44 -0.59  0.13
H 4.96 -0.73 -2.17  0.14

The total charge is +2. The frontier orbital gap (alpha / beta) comes out at 6.70 / 6.80 eV. The multiplicity is 3. The calculation puts the highest occupied orbital energy (alpha / beta) at -15.4 / -15.4 eV.

For the records above, the corresponding total energy values read -2052.155089, -2271.300563, -2928.758257, -2944.929757, -1554.202927, -3578.642211 Ha.